C14H20N2O4S | ωB97M-V/def2-TZVPD

Output
structure (SMILES) = Cc1ccc(S(=O)(=O)N2CCC(=O)N(CCO)CC2)cc1
LUMO energy = 0.019 Eh
charge = 0
spin multiplicity = 1

CARTESIAN COORDINATES (ANGSTROEM)
C: -5.93787 -1.69516 -0.67538
C: -4.71863 -0.92499 -0.27396
C: -4.30291 0.16728 -1.03333
C: -3.17462 0.88319 -0.68103
C: -2.45634 0.50472 0.43766
S: -1.00497 1.45097 0.86965
O: -1.31827 2.84728 0.83933
O: -0.44018 0.91226 2.08029
N: -0.03217 1.12876 -0.46739
C: 0.87809 2.19068 -0.83527
C: 2.09775 2.32678 0.08475
C: 3.20948 1.35338 -0.26539
O: 4.28651 1.73763 -0.67847
N: 2.92659 0.03429 -0.12681
C: 3.94584 -0.92832 -0.48332
C: 4.79746 -1.33875 0.72345
O: 5.57815 -2.44925 0.34176
C: 1.68594 -0.46396 0.42645
C: 0.48372 -0.21811 -0.49977
C: -2.84873 -0.57229 1.20669
C: -3.98038 -1.28561 0.84734
H: -5.73804 -2.26339 -1.58351
H: -6.76483 -1.01939 -0.88334
H: -6.23760 -2.38898 0.10511
H: -4.87411 0.45559 -1.90341
H: -2.84181 1.73657 -1.24922
H: 0.28689 3.10633 -0.78404
H: 1.19617 2.02843 -1.86998
H: 1.77637 2.19842 1.12021
H: 2.51631 3.32817 -0.02551
H: 3.48252 -1.82124 -0.90852
H: 4.59643 -0.47362 -1.23296
H: 4.14108 -1.60362 1.56734
H: 5.42567 -0.49170 1.02396
H: 6.23331 -2.62442 1.02451
H: 1.79816 -1.53919 0.57279
H: 1.47039 -0.00888 1.39761
H: -0.34016 -0.86990 -0.19976
H: 0.76057 -0.45291 -1.53313
H: -2.26717 -0.82952 2.07818
H: -4.29457 -2.12750 1.44646


C5H10O2P | ωB97M-V/def2-TZVPD

Output
LUMO energy (alpha / beta) = 0.113 / 0.113 Eh
charge = -1
spin multiplicity = 1

CARTESIAN COORDINATES (ANGSTROEM)
C: 2.89961 2.42977 -2.02270
C: 1.75619 2.29148 -1.39605
C: -2.01668 -3.94002 1.80279
C: -1.05319 -1.75643 1.36957
C: -1.41213 -2.85236 2.32513
O: 0.40488 2.96961 0.81770
O: -0.01083 3.35644 -3.11621
P: 1.05256 3.59411 -0.36142
H: 3.04853 1.97111 -3.00209
H: 3.67051 3.03353 -1.81537
H: 1.02352 1.61727 -1.91531
H: -0.95365 3.76188 -2.66939
H: -2.26525 -4.77478 2.35088
H: -2.16632 -4.00659 0.73865
H: -1.09716 -0.75948 1.88909
H: -1.86319 -1.96888 0.64576
H: -0.03346 -1.96004 1.11268
H: -0.98397 -3.00662 3.24629


C5H8S | ωB97M-V/def2-TZVPD

Output
structure (SMILES) = C=C[C@@]1(C)CS1
LUMO energy = 0.032 Eh
charge = 0
spin multiplicity = 1

CARTESIAN COORDINATES (ANGSTROEM)
C: 1.01844 1.89001 0.02735
C: 0.68585 0.80956 -0.52471
C: -0.19517 -0.28230 -0.10868
C: 0.17111 -1.66247 -0.53886
C: -1.13036 -0.06654 1.06843
S: -2.03928 0.11911 -0.49916
H: 1.77627 2.56880 -0.44516
H: 0.47689 2.11193 0.97016
H: 1.19301 0.48822 -1.45283
H: -0.60110 -2.32594 -0.48259
H: 0.87765 -2.03562 0.18989
H: 0.41661 -1.59690 -1.61311
H: -1.43078 -0.83998 1.66177
H: -1.21914 0.82213 1.74749


C44H48BCuO6PS4 | ωB97M-V/def2-TZVPD

Output
<S²> = 0.770
LUMO energy (alpha / beta) = 0.147 / 0.147 Eh
charge = -2
spin multiplicity = 2

CARTESIAN COORDINATES (ANGSTROEM)
Cu: 0.09627 -0.91522 1.68374
C: -1.44201 1.57347 6.24105
C: -1.70902 2.58213 5.14072
O: -2.65965 2.13437 4.17889
P: -2.35135 0.88987 3.16619
S: -2.95105 -0.80218 3.94370
S: -0.47370 1.11972 2.53039
O: -3.26803 1.34764 1.92485
C: -4.68155 1.17240 1.89889
C: -5.38569 2.41381 2.41273
H: -0.76452 2.01470 6.97749
H: -0.98114 0.67338 5.83595
H: -2.36992 1.28331 6.73589
H: -0.77949 2.84091 4.62771
H: -2.14097 3.49617 5.55509
H: -4.94970 0.28783 2.48139
H: -4.93376 0.98931 0.85305
H: -5.19622 2.55001 3.47733
H: -6.46374 2.32930 2.24930
H: -5.01652 3.29327 1.88268
C: 7.29319 2.08867 -4.60254
C: 6.14356 1.68885 -3.71471
C: 4.97135 1.17217 -4.25817
C: 3.91819 0.77837 -3.44561
C: 4.02428 0.91732 -2.07165
C: 5.18893 1.41695 -1.51003
C: 6.23957 1.80163 -2.32963
S: 2.64522 0.43595 -0.99975
O: 1.77208 -0.34800 -1.92981
C: 2.02119 2.04602 -0.66014
C: 2.39109 2.48043 0.61494
C: 2.25858 3.79358 0.99291
C: 1.71604 4.75970 0.08530
C: 1.54844 6.09819 0.45629
C: 0.93978 7.02522 -0.38421
C: 0.47278 6.60215 -1.62264
C: 0.63255 5.28592 -2.02703
C: 1.27921 4.32437 -1.21128
C: 1.43412 2.95449 -1.59001
C: 0.83755 2.47836 -2.85963
C: 1.35283 2.90610 -4.13072
C: 2.49849 3.73883 -4.21994
C: 2.99122 4.13964 -5.42827
C: 2.36992 3.72076 -6.62648
C: 1.27780 2.90395 -6.57490
C: 0.74312 2.47353 -5.33300
C: -0.37241 1.60437 -5.27012
C: -0.84886 1.18995 -4.06177
C: -0.25264 1.63916 -2.87077
S: -0.98354 0.96401 -1.34061
O: -1.95275 -0.06552 -1.81380
C: -1.98312 2.42261 -0.98297
C: -1.50397 3.40074 -0.12918
C: -2.28105 4.52245 0.12088
C: -3.54256 4.66035 -0.44609
C: -4.38748 5.87649 -0.16792
C: -4.02463 3.63647 -1.26047
C: -3.25296 2.51696 -1.52857
H: 6.93809 2.40903 -5.58312
H: 7.98212 1.25381 -4.75860
H: 7.86460 2.90840 -4.16402
H: 4.87390 1.08750 -5.33568
H: 3.01003 0.35405 -3.85837
H: 5.26223 1.51648 -0.43255
H: 7.14789 2.19896 -1.88795
H: 2.79386 1.75035 1.31066
H: 2.51883 4.10615 1.99745
H: 1.88824 6.39963 1.44249
H: 0.81337 8.05414 -0.06730
H: -0.03629 7.29930 -2.27957
H: 0.22698 4.98106 -2.98213
H: 2.97972 4.04257 -3.29948
H: 3.86994 4.77223 -5.46929
H: 2.76730 4.04147 -7.58282
H: 0.79827 2.56495 -7.48731
H: -0.83106 1.26702 -6.19357
H: -1.68120 0.50200 -3.97541
H: -0.54226 3.28182 0.35376
H: -1.89294 5.29810 0.77180
H: -3.78831 6.67491 0.27065
H: -5.19772 5.64569 0.52922
H: -4.84314 6.25779 -1.08430
H: -5.01786 3.72054 -1.69181
H: -3.61419 1.70432 -2.14744
C: 3.47021 -3.19916 -1.17317
C: 2.62267 -3.84190 -0.07846
C: 3.46742 -4.88373 0.64881
O: 2.28917 -2.81885 0.86257
B: 0.91554 -2.50889 0.81789
O: 0.29131 -3.44191 -0.01353
C: 1.22365 -4.36125 -0.57868
C: 1.04077 -4.31936 -2.09227
C: 0.85204 -5.75031 -0.06292
H: 4.35737 -2.76011 -0.71190
H: 2.92100 -2.40373 -1.67389
H: 3.79385 -3.93214 -1.91739
H: 4.37501 -4.39902 1.01286
H: 3.75716 -5.70131 -0.01718
H: 2.93918 -5.29605 1.50705
H: 1.15555 -3.30257 -2.46408
H: 0.02741 -4.64807 -2.32886
H: 1.74933 -4.97780 -2.60341
H: 0.86426 -5.77479 1.02641
H: 1.52404 -6.52321 -0.44551
H: -0.16348 -5.97848 -0.38997


C4H12N2O | ωB97M-V/def2-TZVPD

Output
structure (SMILES) = [NH3+]CC[C@@H]([NH3+])C=O
LUMO energy = -0.279 Eh
charge = +2
spin multiplicity = 1

CARTESIAN COORDINATES (ANGSTROEM)
N: -1.98432 0.31477 -2.10154
C: -1.65478 0.78231 -0.70844
C: -0.70864 -0.19720 0.01278
C: 0.51175 0.35622 0.71313
N: 0.60738 -0.10247 2.16340
C: 1.85461 -0.07202 0.05222
O: 2.00086 -1.24307 -0.15369
H: -2.48281 -0.53234 -2.08459
H: -1.13107 0.15463 -2.63646
H: -2.45799 1.03137 -2.66076
H: -1.21496 1.77787 -0.71687
H: -2.60474 0.86415 -0.20770
H: -1.36754 -0.71112 0.72294
H: -0.45045 -1.07738 -0.58453
H: 0.53632 1.43782 0.79215
H: -0.23866 0.19461 2.65389
H: 1.39702 0.37035 2.58765
H: 0.77317 -1.10547 2.30158
H: 2.64892 0.65565 -0.16484


no.,electronic energy (Eh)
1,-1354.13491
2,-688.22681
3,-593.42386
4,-5756.56432
5,-343.69936